{
  "formula": "C37H85Br12N3O19P4",
  "method": "the ωB97M-V functional and the def2-TZVPD basis",
  "e_tot_ev": -960794.16204,
  "homo_ev": [-1.181, -5.578],
  "max_force_ha_per_bohr": 0.0757,
  "s_squared": 0.754,
  "charge": -1,
  "gap_ha": [0.0921, 0.2537],
  "spin_multiplicity": 2,
  "species": ["C", "O", "N", "C", "C", "H", "H", "H", "H", "H", "H", "H", "C", "O", "N", "C", "C", "H", "H", "H", "H", "H", "H", "H", "C", "O", "N", "C", "C", "H", "H", "H", "H", "H", "H", "H", "C", "Br", "Br", "Br", "H", "C", "Br", "Br", "Br", "H", "C", "Br", "Br", "Br", "H", "C", "Br", "Br", "Br", "H", "C", "C", "O", "P", "O", "O", "C", "C", "O", "C", "C", "H", "H", "H", "H", "H", "H", "H", "H", "H", "H", "H", "H", "H", "H", "H", "C", "C", "O", "P", "O", "O", "C", "C", "O", "C", "C", "H", "H", "H", "H", "H", "H", "H", "H", "H", "H", "H", "H", "H", "H", "H", "C", "C", "O", "P", "O", "O", "C", "C", "O", "C", "C", "H", "H", "H", "H", "H", "H", "H", "H", "H", "H", "H", "H", "H", "H", "H", "C", "C", "O", "P", "O", "O", "C", "C", "O", "C", "C", "H", "H", "H", "H", "H", "H", "H", "H", "H", "H", "H", "H", "H", "H", "H"],
  "coordinates": [[-2.26603, 0.66030, 1.38094], [-2.87187, -0.15939, 2.05342], [-1.11866, 1.23286, 1.91055], [-0.19062, 2.01438, 1.07018], [-0.58271, 0.87561, 3.20960], [-2.54259, 0.88645, 0.33951], [0.81880, 1.60377, 1.04653], [-0.62886, 2.10755, 0.07652], [-0.19659, 2.98329, 1.56945], [-0.58382, 1.74916, 3.86151], [-1.05321, 0.04087, 3.72916], [0.46674, 0.59659, 3.11523], [-4.25784, 3.13123, -1.30500], [-3.23543, 2.45084, -1.14375], [-4.96958, 3.69232, -0.31136], [-6.25450, 4.33235, -0.55211], [-4.52681, 3.46217, 1.12816], [-4.73526, 3.33370, -2.27622], [-7.14285, 3.70214, -0.51010], [-6.27628, 4.73834, -1.56345], [-6.38596, 5.06462, 0.24450], [-4.51225, 4.35320, 1.75582], [-5.26471, 2.83246, 1.62523], [-3.53824, 3.01378, 1.22701], [1.80089, -2.96074, 2.83271], [1.66904, -2.07523, 3.67796], [1.36507, -2.86760, 1.52319], [1.64998, -3.94515, 0.60840], [0.53520, -1.77126, 1.01634], [2.35287, -3.88630, 3.05819], [2.18485, -3.52949, -0.24556], [0.72441, -4.34022, 0.18966], [2.17350, -4.78816, 1.05936], [0.98607, -1.05534, 0.32912], [-0.38806, -2.13536, 0.56567], [0.31444, -1.16381, 1.89405], [-3.99490, 1.68247, 5.07130], [-2.30139, 2.15039, 6.04617], [-5.11923, 3.23398, 4.57559], [-4.93653, 0.33856, 6.18615], [-3.85589, 1.15496, 4.12764], [3.26889, 0.67270, 4.84713], [2.30203, 1.39211, 6.41853], [5.22893, 0.58052, 5.17018], [3.10811, 1.72402, 3.22283], [2.94447, -0.33806, 4.59970], [-4.60206, -2.12189, 0.45836], [-2.87138, -3.12482, 0.67704], [-6.01234, -3.49104, 0.26103], [-4.47091, -1.03763, -1.27066], [-4.85009, -1.46286, 1.29039], [-0.10802, 6.83053, 1.57085], [-1.57616, 5.47085, 1.16709], [0.57191, 6.54650, 3.39862], [-0.72633, 8.69334, 1.37095], [0.77135, 6.72902, 0.93485], [-2.43150, -6.60060, -2.54860], [-2.33625, -5.15916, -2.09716], [-1.89638, -4.36039, -3.18983], [-0.55888, -3.45479, -3.19463], [0.39528, -3.66975, -2.08314], [-1.13784, -1.94144, -3.19338], [-0.58356, -0.98603, -2.31304], [-0.39594, 0.27427, -3.25668], [0.03090, -3.53447, -4.71184], [0.46687, -4.78209, -5.12729], [1.94438, -4.90657, -4.88455], [-3.03375, -7.27977, -1.94517], [-2.71732, -6.62472, -3.60018], [-1.39484, -6.93075, -2.61525], [-3.33893, -4.79693, -1.87017], [-1.63163, -5.15885, -1.26552], [-1.21550, -0.62259, -1.50269], [0.35906, -1.21132, -1.81424], [0.00154, 1.15936, -2.75996], [0.31547, 0.03419, -4.04685], [-1.38539, 0.57638, -3.59992], [-0.10888, -5.60243, -4.69874], [0.27195, -4.84151, -6.19808], [2.26002, -5.93003, -5.08703], [2.49945, -4.28705, -5.58896], [2.21402, -4.69241, -3.85037], [1.87216, 6.85970, -6.06153], [1.10333, 7.32907, -4.86077], [1.67017, 6.61517, -3.75406], [0.89934, 6.65354, -2.31337], [0.14458, 7.95916, -2.15316], [-0.02383, 5.31688, -2.18971], [-1.20698, 5.28331, -2.94537], [-1.38800, 3.95805, -3.60766], [2.14624, 6.37718, -1.29960], [2.59269, 5.01925, -1.08152], [2.71267, 4.67770, 0.46516], [1.54020, 7.42021, -6.93544], [2.94631, 7.03928, -6.01625], [1.61171, 5.81222, -6.21338], [1.27522, 8.40366, -4.79902], [0.04383, 7.12920, -5.02083], [-2.12405, 5.47543, -2.38843], [-1.32539, 6.12453, -3.62833], [-1.64060, 3.15304, -2.91754], [-2.23410, 3.96005, -4.29484], [-0.49276, 3.61140, -4.12387], [2.03038, 4.21583, -1.55737], [3.60668, 5.02142, -1.48143], [1.81101, 4.61296, 1.07419], [3.32841, 3.78929, 0.60555], [3.19084, 5.49327, 1.00766], [6.86823, 0.49225, -0.19759], [5.96042, 1.72575, 0.17400], [5.08725, 2.04843, -0.95116], [3.81067, 1.13453, -1.28983], [2.93979, 0.74823, -0.14672], [3.05956, 1.95368, -2.52190], [3.71476, 2.16936, -3.71677], [4.16062, 3.59852, -3.84098], [4.47173, -0.18747, -1.96532], [3.72047, -1.43476, -1.98496], [2.94814, -1.38711, -3.32120], [6.25740, -0.39744, -0.35069], [7.41184, 0.59622, -1.13662], [7.62483, 0.43661, 0.58507], [5.32543, 1.57638, 1.04726], [6.56500, 2.57836, 0.48329], [4.56210, 1.50871, -3.90018], [3.03316, 1.93016, -4.53304], [4.68462, 4.08988, -3.02116], [4.88877, 3.71591, -4.64355], [3.26238, 4.11441, -4.18025], [4.27808, -2.35418, -1.80652], [2.90944, -1.49088, -1.25888], [2.19686, -0.62284, -3.12231], [3.58268, -1.12341, -4.16732], [2.33495, -2.26690, -3.51633], [-1.77891, -1.81110, 5.58054], [-1.83138, -2.85252, 4.41894], [-0.80471, -3.71847, 4.70730], [-0.80717, -5.27416, 4.33393], [0.43141, -5.97474, 4.73220], [-2.12123, -5.77074, 5.13847], [-2.03736, -5.99180, 6.53088], [-3.47013, -6.25132, 7.00905], [-1.11798, -5.41995, 2.76995], [-1.39334, -6.79208, 2.31660], [-0.17801, -7.30683, 1.53722], [-2.57887, -1.09256, 5.40207], [-1.83301, -2.27806, 6.56396], [-0.82351, -1.28649, 5.57079], [-2.81250, -3.32559, 4.46021], [-1.76650, -2.27423, 3.49728], [-1.34239, -6.79742, 6.76775], [-1.56303, -5.17765, 7.07884], [-4.00292, -5.31555, 6.84001], [-3.82833, -7.04665, 6.35541], [-3.56002, -6.51477, 8.06290], [-1.45262, -7.34804, 3.25228], [-2.27420, -6.98368, 1.70383], [-0.42577, -8.18785, 0.94517], [0.05774, -6.55207, 0.78699], [0.68292, -7.59309, 2.14134]],
  "forces_ev_per_angstrom": [[1.64, -0.87, 1.39], [-0.87, 0.40, 0.08], [-0.23, -0.54, -1.52], [-1.24, 0.17, 0.91], [0.38, 0.13, 0.23], [0.20, 0.33, 0.20], [-0.10, -0.20, -0.10], [0.16, 0.06, -0.05], [0.59, 0.36, -0.45], [-0.12, 0.06, 0.09], [-0.44, 0.20, -0.46], [0.05, -0.08, -0.23], [0.98, -1.09, 0.59], [-1.19, 1.29, -0.57], [0.69, -0.27, 1.93], [0.18, -0.06, 0.24], [-0.96, 0.03, -0.74], [0.30, -0.14, -0.23], [0.21, -0.65, 0.25], [0.18, 0.47, 0.20], [-0.03, 0.44, -0.43], [-0.07, 0.56, -0.59], [0.10, -0.36, -0.21], [-0.22, -0.11, -0.58], [-0.46, 1.50, -0.96], [0.09, -0.43, -0.46], [0.56, -0.38, 1.17], [-0.50, 0.00, -0.52], [-0.09, 0.27, 1.17], [-0.22, -0.07, -0.17], [0.28, -0.28, -0.07], [-0.11, 0.05, 0.03], [0.22, 0.31, 0.21], [0.77, -0.40, -0.22], [0.07, -0.19, 0.16], [-0.35, -0.11, -0.03], [-0.20, -0.24, 0.72], [-1.40, -0.09, -0.94], [0.68, -0.74, 0.69], [0.11, 0.89, -0.49], [0.72, 0.16, 0.16], [0.83, 0.42, 0.00], [0.54, -0.47, -1.12], [-0.79, -0.15, 0.30], [-0.43, -0.06, 0.38], [-0.24, 0.13, 0.29], [-0.26, -0.44, -0.32], [1.07, -0.47, 0.72], [-0.94, -0.45, 0.24], [-0.06, 1.19, -0.96], [0.18, 0.01, 0.25], [-0.76, 0.07, 0.62], [1.42, 1.38, 0.16], [-0.34, -0.01, -0.73], [0.16, -1.08, 0.03], [-0.55, -0.29, -0.21], [1.11, 0.06, -1.18], [-1.00, -0.86, 0.43], [2.07, 0.87, -1.04], [-1.35, 1.53, 0.68], [-0.26, -0.57, -1.02], [0.47, -2.11, 0.23], [0.73, 3.45, -0.81], [0.07, -0.55, 1.08], [-1.67, 1.15, 2.01], [0.58, -1.19, -1.02], [0.51, -0.73, -0.16], [0.06, 0.30, 0.07], [-0.68, -0.07, 0.05], [0.12, -0.61, 0.33], [0.34, 0.28, 0.55], [-0.29, 0.77, 0.13], [-0.79, -0.81, -0.15], [0.03, -0.75, -0.49], [0.16, -0.12, 0.48], [-0.37, -0.06, -0.32], [0.10, -0.25, -0.42], [-0.03, 0.02, 0.38], [-0.04, 0.03, -0.12], [0.02, -0.16, -0.01], [0.02, 0.27, 0.24], [-0.07, 0.18, -0.06], [-0.41, -0.16, -0.75], [0.85, 0.34, -0.72], [-1.03, -0.23, 1.40], [-0.42, 1.85, 0.03], [1.59, -2.75, 0.02], [1.69, 1.38, 0.46], [-2.02, 0.30, -0.81], [0.12, -1.10, -0.29], [-2.44, -0.27, -0.89], [1.11, -0.68, 2.08], [0.05, 1.16, -0.61], [-0.21, -0.04, -0.12], [-0.03, -0.28, 0.40], [0.49, -0.11, -0.23], [-0.27, 0.04, 0.72], [0.00, 0.00, 0.36], [0.31, -0.17, 1.16], [0.86, 0.01, -0.47], [0.09, 0.21, 0.42], [0.08, 0.29, -0.22], [0.06, 0.23, -0.27], [-0.32, 0.53, -0.28], [-0.10, -0.22, 0.05], [-0.56, -0.60, -0.69], [-0.17, -0.10, -0.12], [0.62, 0.20, -0.35], [-0.70, 1.14, 0.41], [0.33, -1.38, -0.48], [-0.51, 0.06, -0.32], [-0.52, -0.84, -0.02], [0.63, 1.11, -1.32], [0.29, -1.64, 3.52], [1.58, 0.01, -1.53], [-0.06, 0.70, -1.21], [-0.06, 0.31, 0.85], [-1.81, -0.03, -1.34], [-0.17, -0.11, 0.75], [0.20, -0.05, 0.60], [-0.13, 0.59, -0.07], [-0.16, -0.55, 0.13], [-0.05, -0.64, -0.05], [-0.05, 0.32, -0.88], [0.09, -0.34, 0.54], [-0.26, 0.10, 0.06], [-0.55, -0.45, 0.42], [-0.09, -0.30, -0.39], [0.22, 0.83, 0.46], [0.94, 0.60, -0.25], [0.37, 0.56, 0.60], [0.10, 0.35, -0.55], [-0.07, -0.09, 0.02], [0.38, -0.27, 0.01], [0.03, -0.24, -0.93], [-1.64, 2.69, 1.70], [1.90, -2.54, -1.15], [0.52, 0.34, 0.52], [-0.69, 0.44, -0.01], [0.41, 0.01, -1.27], [0.18, -0.38, 1.41], [0.85, 0.36, -0.56], [-1.13, -0.05, 0.37], [1.84, -0.82, 0.91], [-0.37, 0.12, -0.47], [0.01, 0.01, 0.36], [-0.41, -0.10, -0.04], [0.08, 0.04, -0.21], [0.01, -0.30, -0.23], [0.40, -0.58, -0.37], [-0.21, -0.53, -0.38], [-0.25, 0.67, -0.30], [-0.38, -0.23, -0.07], [-0.48, 0.06, 0.25], [0.22, -0.11, -0.09], [-0.47, -0.50, -0.26], [-0.29, 1.15, 0.30], [-0.34, -0.18, 0.11], [0.40, 0.10, 0.13], [-0.05, 0.51, 0.14]]
}